Arrangement 1

DFT (the ωB97M-V functional and the def2-TZVPD basis) results for the molecule C4H4N2OS.

Output
E_HOMO, eV: -8.23
HOMO-LUMO gap, hartree: 0.32598
LUMO energy, eV: 0.64
SMILES: S/N=c1\ccocn1

```
12
C4H4N2OS the ωB97M-V functional and the def2-TZVPD basis
S -2.618 0.271 -0.016
O 2.572 0.346 0.002
N -1.329 -0.840 0.004
N 0.898 -1.322 0.002
C 0.300 1.025 0.009
C 1.614 1.314 -0.001
C -0.135 -0.373 0.007
C 2.100 -0.933 -0.006
H 2.080 2.307 0.007
H 2.937 -1.642 -0.038
H -3.556 -0.672 0.146
H -0.411 1.847 0.036
```

Atom charges from the Löwdin analysis, given in e for atoms 1 to 2: S 0.7101; O 0.0129

Arrangement 2

DFT (the ωB97M-V functional and the def2-TZVPD basis) results for the molecule C4H4N2OS.

Output
E_HOMO, eV: -8.81
HOMO-LUMO gap, hartree: 0.30744
LUMO energy, eV: -0.45
SMILES: N#C/C(=C\N)OC=S

```
12
C4H4N2OS the ωB97M-V functional and the def2-TZVPD basis
S 1.382 -2.091 0.716
O 0.816 0.566 1.298
N -0.874 0.386 -2.123
N -2.231 -0.360 1.664
C -1.390 0.089 0.959
C -0.216 0.500 0.361
C 1.451 -0.644 1.667
C 0.033 0.639 -1.052
H 2.083 -0.285 2.583
H -0.535 0.525 -3.033
H -1.716 0.041 -1.748
H 1.196 0.633 -1.294
```

Atom charges from the Löwdin analysis, given in e for atoms 1 to 2: S 0.6076; O -0.1433

What is the least stable structure shown above? It is arrangement 2.